Record 1
C15H27IN2O5PPdS | ωB97M-V/def2-TZVPD

Each line ends with the Mulliken spin population.
Cartesian coordinates (Å):
S1 -2.00 -0.14 -1.04  -0.035
H1 -1.13 1.96 2.98  0.000
H2 1.37 -1.53 -5.90  0.000
H3 2.40 -0.98 4.09  -0.001
C1 1.63 1.49 2.07  0.036
C2 -2.73 0.58 -5.31  -0.001
C3 0.75 -0.83 -5.36  -0.003
H4 -4.51 0.86 -4.41  0.000
H5 -0.68 -2.36 3.11  0.000
H6 -2.12 0.94 1.92  -0.002
P1 0.68 -0.05 1.63  0.097
O1 -1.26 1.20 -1.03  0.152
Pd1 0.64 0.12 -0.92  1.254
C4 1.87 -1.42 2.00  0.040
H7 0.71 -3.23 1.63  -0.001
C5 2.09 -1.82 3.47  0.003
O2 -3.25 -0.02 -1.79  0.016
N1 -3.53 0.77 -4.23  0.000
H8 2.17 1.06 4.16  -0.001
C6 -1.60 0.98 2.88  0.012
H9 1.25 -2.43 0.16  -0.006
C7 1.11 2.71 1.30  0.001
H10 1.20 -2.26 3.91  0.001
H11 -0.01 -0.08 3.89  0.004
C8 -0.69 0.94 -3.91  0.008
I1 3.24 0.12 -1.02  0.157
O3 -1.01 -1.04 -1.78  0.159
C9 -1.30 0.32 -4.98  0.001
C10 -0.55 -0.57 -5.74  0.005
N2 0.56 0.69 -3.52  0.030
C11 1.26 -0.19 -4.23  0.004
H12 1.81 3.55 1.42  0.001
H13 2.42 2.72 3.66  0.000
H14 2.89 -2.56 3.52  0.000
H15 -2.05 -1.50 3.82  0.000
H16 0.79 2.14 3.99  0.001
C12 -1.34 -1.51 2.98  0.006
C13 1.54 -2.67 1.18  0.004
H17 2.40 -3.34 1.14  0.002
H18 -1.90 -1.64 2.06  -0.001
H19 0.13 3.03 1.66  -0.001
H20 1.02 2.52 0.23  -0.002
O4 -2.21 -0.63 0.32  0.012
O5 -3.13 0.60 -6.47  0.000
H21 2.81 -1.02 1.62  -0.007
C14 -0.59 -0.17 2.97  0.050
H22 -3.24 0.49 -3.29  0.000
H23 2.63 1.27 1.68  0.001
H24 -1.01 -1.05 -6.59  0.000
H25 2.26 -0.38 -3.88  0.001
H26 -1.23 1.65 -3.30  0.002
C15 1.75 1.86 3.55  0.002
H27 -2.34 0.88 3.68  0.000

As for the spin multiplicity: 3. The expectation value of S² is 2.008. As for the energy relative to the best compared isomer or geometry (same formula, charge and spin): 0.772 eV. For the strongest force on any atom, the calculation gives 1.34 eV/A. Its LUMO energy (alpha / beta) is 2.491 / 1.632 eV. As for the charge: -1. The highest occupied orbital energy (alpha / beta) comes out at -4.9976 / -5.8285 eV.

***

Record 2
C15H27N2O4P2Ti | ωB97M-V/def2-TZVPD

Each line ends with the Mulliken spin population.
Cartesian coordinates (Å):
H1 4.76 -0.75 -2.40  0.004
C1 1.47 1.16 -3.14  0.000
H2 0.91 1.76 -5.13  0.000
O1 1.51 3.64 0.39  0.010
H3 2.32 -3.10 -0.19  -0.013
H4 -4.04 -1.51 0.01  -0.006
C2 4.09 -0.88 0.75  -0.013
H5 3.85 -0.07 1.47  -0.001
N1 -0.26 2.31 1.12  0.048
C3 -0.81 2.01 2.32  -0.025
H6 -1.54 1.77 -4.53  0.000
C4 -0.46 2.98 3.36  0.004
H7 3.13 -1.16 -3.06  -0.001
O2 -1.76 -3.84 -4.54  0.000
C5 0.56 1.48 -4.13  0.002
H8 -4.16 1.99 1.20  0.000
Ti1 -1.03 0.62 0.41  1.892
H9 2.55 1.15 -3.32  0.001
H10 0.07 2.49 4.19  0.001
C6 0.67 3.37 1.23  0.012
C7 -2.67 1.24 -2.19  -0.006
H11 -5.20 -0.57 -1.00  0.000
H12 -1.82 -3.17 -5.25  0.000
H13 -1.36 3.47 3.75  0.002
H14 -0.06 4.94 2.48  0.001
C8 -0.79 1.50 -3.80  0.008
H15 -3.19 0.64 -2.85  -0.001
P1 -3.17 0.65 -0.51  -0.084
H16 -5.35 1.57 -0.07  0.001
H17 -3.75 -1.34 -1.75  0.001
C9 -4.14 -0.84 -0.86  0.039
H18 -3.03 2.28 -2.27  -0.002
H19 1.37 -2.19 0.49  -0.029
H20 3.92 -1.85 1.26  0.001
C10 -1.20 1.19 -2.51  -0.003
H21 1.40 4.14 3.11  0.000
C11 -4.32 1.89 0.12  0.025
C12 3.83 -1.31 -2.21  -0.009
C13 1.04 0.91 -1.84  -0.069
H22 -4.13 2.86 -0.36  0.000
H23 5.15 -0.81 0.48  0.003
H24 -0.85 -3.93 -4.39  0.000
H25 4.07 -2.39 -2.13  0.002
P2 3.04 -0.75 -0.70  0.118
C14 2.07 0.78 -0.72  0.043
N2 -0.29 0.89 -1.55  0.013
H26 2.82 1.59 -0.90  0.013
H27 1.60 0.98 0.27  -0.022
C15 0.44 3.97 2.61  -0.007
O3 -1.45 0.89 2.37  0.010
O4 1.79 -2.36 -0.37  0.039

As for the spin multiplicity: 3. The expectation value of S² is 2.021. As for the energy relative to the best compared isomer or geometry (same formula, charge and spin): 4.310 eV. For the strongest force on any atom, the calculation gives 4.29 eV/A. Its LUMO energy (alpha / beta) is -2.834 / -2.719 eV. As for the charge: +1. The highest occupied orbital energy (alpha / beta) comes out at -7.5954 / -7.3758 eV.

***

Record 3
C15H27N3O15 | ωB97M-V/def2-TZVPD

Each line ends with the Mulliken spin population.
Cartesian coordinates (Å):
O1 0.89 22.43 4.72  0.000
C1 -1.18 21.54 5.14  0.000
H1 -6.65 20.37 2.57  -0.001
H2 -7.24 21.77 0.10  0.001
H3 -6.44 18.61 9.74  0.000
O2 -2.57 23.07 0.55  0.000
H4 -7.61 21.71 7.45  0.001
H5 -7.34 20.43 -2.52  0.000
N1 -5.96 15.81 4.53  0.438
H6 -5.13 20.74 -0.40  0.000
C2 -6.80 21.15 -1.91  0.000
H7 -1.03 22.52 -1.45  0.000
C3 -1.93 23.11 -1.59  0.000
O3 -0.58 22.51 3.19  0.001
H8 -3.78 15.88 4.72  -0.049
H9 -8.65 21.48 -0.97  -0.001
C4 -3.48 24.94 -0.58  0.000
C5 -5.79 19.46 9.53  0.015
H10 -3.92 24.98 -1.57  0.000
C6 -6.90 20.93 7.72  0.007
H11 -4.88 20.04 -1.89  0.000
C7 -4.61 15.99 4.02  0.081
C8 -5.66 19.91 2.69  0.005
H12 -1.67 23.59 -2.54  0.000
O4 -6.20 24.48 -2.96  0.000
N2 -0.18 22.16 4.30  -0.001
O5 -4.24 21.10 4.33  0.010
H13 -1.45 24.63 -0.21  0.000
H14 -6.09 21.18 7.03  0.000
N3 -5.08 20.16 4.11  0.005
O6 -5.62 19.60 5.04  0.000
H15 -0.65 21.21 6.03  0.000
H16 -2.66 22.32 -1.75  0.000
O7 -5.59 21.72 9.47  0.000
C9 -4.69 21.25 10.33  0.000
C10 -3.70 23.46 1.19  0.000
H17 -1.72 20.82 4.53  0.003
C11 -7.65 21.92 -0.90  0.000
C12 -2.31 24.00 -0.44  0.000
H18 -3.07 25.93 -0.37  0.000
H19 -5.79 18.83 2.64  -0.004
H20 -5.26 19.13 8.64  -0.005
C13 -6.52 23.43 -2.34  0.000
O8 -7.48 23.30 -1.27  0.000
O9 -6.17 14.72 5.12  0.272
H21 -7.47 20.69 9.78  -0.001
O10 -6.90 16.65 4.63  0.223
H22 -1.81 22.43 5.23  0.000
O11 -4.37 24.36 0.38  0.000
O12 -4.21 22.77 2.04  0.001
H23 -7.23 19.99 7.28  0.002
O13 -4.92 19.93 10.53  -0.001
H24 -4.50 17.05 3.77  -0.012
H25 -6.10 19.38 -0.83  -0.001
C14 -5.70 20.31 -1.23  0.002
O14 -6.05 22.16 -2.52  0.000
C15 -6.54 20.73 9.20  -0.007
O15 -3.91 21.88 11.03  0.000
H26 -4.38 15.59 3.03  0.018
H27 -5.00 20.32 1.93  -0.001

As for the spin multiplicity: 2. The expectation value of S² is 0.754. For the strongest force on any atom, the calculation gives 5.83 eV/A. Its LUMO energy (alpha / beta) is 2.012 / 2.009 eV. As for the charge: -1. The highest occupied orbital energy (alpha / beta) comes out at -0.8785 / -3.7783 eV.

***

Record 4
C15H27N3O2S | ωB97M-V/def2-TZVPD

Each line ends with the Mulliken charge.
Cartesian coordinates (Å):
N1 -2.28 1.05 0.60  0.154
H1 4.77 -1.27 -1.66  0.645
C1 -4.39 -0.16 0.17  1.022
H2 4.88 -1.93 0.71  0.602
H3 -0.13 -0.13 -2.16  0.329
H4 5.88 -0.62 1.19  0.406
O1 -5.59 -0.31 0.29  -0.265
C2 4.26 1.44 0.61  -1.842
S1 -2.90 3.63 -0.28  -0.397
H5 3.75 2.07 -0.40  0.183
C3 4.85 -1.00 1.09  -1.637
H6 5.98 -0.11 -1.16  0.406
N2 -1.33 -0.07 0.34  -0.421
C4 -1.89 2.03 -0.14  -0.088
H7 -5.33 -2.83 -0.28  0.214
H8 2.77 -1.49 -0.19  1.058
C5 4.07 -0.11 0.13  1.124
C6 -6.34 -0.88 -0.43  -0.279
H9 3.89 1.57 1.47  0.580
H10 4.48 0.28 -2.22  0.231
N3 -0.85 1.90 -0.83  -0.088
H11 4.46 -0.52 2.13  0.274
H12 -6.12 -0.74 -1.49  0.379
H13 5.19 1.84 0.47  0.556
H14 -3.61 0.23 2.01  0.369
C7 0.50 -0.46 -1.19  -1.696
H15 -7.11 -2.98 -0.68  0.310
H16 0.34 1.35 1.60  1.468
C8 2.63 -0.57 -0.17  -0.632
H17 1.29 -1.08 1.41  0.655
H18 -7.32 -0.34 -0.29  0.235
O2 -3.93 -0.72 -0.69  -0.535
C9 1.70 -0.14 1.31  -1.422
H19 -0.19 2.34 -1.29  0.077
H20 0.14 -1.27 -0.75  0.799
C10 0.87 1.06 0.98  -3.064
C11 -6.42 -2.35 -0.01  -1.078
H21 -4.11 1.54 1.35  0.665
H22 1.37 1.88 0.79  0.879
H23 -6.61 -2.65 0.99  0.344
H24 2.13 1.04 -1.39  0.235
C12 4.92 -0.38 -1.23  -1.833
C13 -0.14 0.68 -0.12  1.354
C14 -3.57 0.75 1.02  -1.586
H25 2.46 -0.20 2.01  0.864
H26 -1.83 -0.73 -0.07  0.322
H27 2.45 -0.50 -2.28  0.305
C15 1.93 -0.12 -1.27  -0.180

As for the spin multiplicity: 1. Its SMILES is CCOC(=O)CN1N[C@]2(CC[C@H](C(C)(C)C)CC2)NC1=S. As for the energy relative to the best compared isomer or geometry (same formula, charge and spin): 13.144 eV. For the strongest force on any atom, the calculation gives 16.44 eV/A. Its LUMO energy is 0.520 eV. The highest occupied orbital energy comes out at -7.4989 eV.

***

Q: Which of these has the lowest spin multiplicity?
A: C15H27N3O2S

***

Q: The lowest strongest force on any atom belongs to which entry?
A: C15H27IN2O5PPdS

***

Q: Number 3 is which compound?
A: C15H27N3O15

***

Q: Which of these has the lowest spin multiplicity?
A: C15H27N3O2S